Entry 1:
DFT (wB97M-V/def2-TZVPD) results for 9 unconnected molecules or ions with the total composition C57H97BrN10O11.

Properties
Structure (SMILES): CCC[C@@H](C)c1c(COc2ccccc2)c(CCCCn2cccc2)c(CC)c2c1C(=O)N([C@H](Br)CC)C2=O.CNC(C)=O.CNC(C)=O.CNC(C)=O.CNC(C)=O.CNC(C)=O.CNC(C)=O.CNC(C)=O.CNC(C)=O

Structure (XYZ):
```
176
Properties=species:S:1:pos:R:3:mulliken_charge:R:1
C 1.167 0.488 1.513 -0.46
C 2.709 0.620 1.839 -0.98
C 3.505 0.328 0.489 0.50
C 3.402 1.628 -0.433 0.07
C 4.813 2.384 -0.593 -0.47
C 2.675 1.393 -1.790 0.11
C 3.072 0.390 -2.811 1.07
C 4.336 -0.529 -2.578 -1.72
O 5.303 -0.294 -3.636 -0.17
C 5.830 0.998 -3.597 0.95
C 5.303 2.108 -4.417 0.25
C 5.856 3.460 -4.391 -0.66
C 6.994 3.796 -3.538 -0.66
C 7.552 2.700 -2.717 -0.53
C 6.994 1.340 -2.746 -0.77
C 2.319 0.188 -4.089 0.19
C 2.762 -0.921 -5.095 -1.83
C 3.735 -0.443 -6.233 0.68
C 4.332 -1.740 -6.969 -1.09
C 5.768 -2.115 -6.459 -0.63
N 6.831 -1.170 -6.857 0.32
C 6.835 -0.716 -8.166 -0.19
C 7.953 0.212 -8.345 -0.64
C 8.597 0.197 -7.003 -0.58
C 7.891 -0.668 -6.073 -0.29
C 1.138 1.041 -4.410 0.41
C 0.318 0.911 -5.727 -0.65
C -1.252 0.811 -5.531 -1.07
C 0.792 2.049 -3.413 0.23
C 1.520 2.221 -2.117 1.23
C 0.808 3.386 -1.353 -0.94
O 0.648 3.607 -0.195 -0.49
N 0.290 4.177 -2.490 0.23
C 1.391 4.952 -3.097 -0.09
Br 2.820 5.432 -1.776 -0.12
C 0.879 6.345 -3.708 -0.39
C 2.078 7.374 -3.933 -1.08
C -0.314 3.153 -3.358 -0.19
O -1.416 3.229 -3.815 -0.52
H 0.531 0.728 2.398 0.14
H 0.844 1.137 0.659 0.01
H 0.982 -0.584 1.240 0.25
H 2.984 1.621 2.279 0.31
H 3.028 -0.153 2.590 0.34
H 4.595 0.246 0.800 -0.90
H 3.136 -0.584 -0.044 0.54
H 2.759 2.358 0.142 0.76
H 5.599 1.595 -0.497 -0.12
H 4.883 3.073 0.299 0.36
H 4.833 2.933 -1.566 -0.16
H 3.995 -1.598 -2.688 0.67
H 4.841 -0.342 -1.595 -0.23
H 4.423 1.919 -5.073 0.22
H 5.373 4.222 -5.049 0.38
H 7.401 4.834 -3.520 0.37
H 8.415 2.978 -2.059 0.34
H 7.426 0.538 -2.105 0.41
H 3.185 -1.812 -4.555 0.44
H 1.827 -1.296 -5.606 0.89
H 3.226 0.149 -7.048 0.35
H 4.629 0.124 -5.873 -0.47
H 3.651 -2.595 -6.673 0.43
H 4.276 -1.673 -8.083 0.35
H 5.812 -2.299 -5.348 0.25
H 6.030 -3.112 -6.931 0.37
H 6.125 -0.969 -8.989 0.22
H 8.207 0.764 -9.270 0.39
H 9.510 0.813 -6.816 0.33
H 8.115 -0.902 -5.012 0.41
H 0.629 0.044 -6.373 0.22
H 0.522 1.839 -6.334 0.41
H -1.563 0.597 -4.472 0.29
H -1.673 1.830 -5.771 0.22
H -1.756 0.111 -6.253 0.35
H 1.931 4.429 -3.931 0.26
H 0.251 6.793 -2.883 0.30
H 0.297 6.158 -4.647 0.32
H 3.022 6.882 -4.279 0.28
H 2.242 7.997 -3.019 0.30
H 1.751 8.070 -4.760 0.35
C -2.964 1.310 1.762 -1.17
C -2.497 -0.112 1.579 0.66
O -1.318 -0.434 1.708 -0.57
N -3.431 -1.042 1.264 0.16
C -4.856 -0.842 1.076 -1.02
H -2.116 1.947 2.010 0.24
H -3.414 1.676 0.837 0.45
H -3.689 1.362 2.578 0.26
H -3.060 -1.977 1.154 0.23
H -5.387 -1.463 1.791 0.31
H -5.115 -1.154 0.061 0.22
H -5.147 0.196 1.217 0.35
C 7.905 0.486 2.603 -1.49
C 7.055 -0.567 1.938 0.92
O 5.877 -0.726 2.218 -0.67
N 7.648 -1.353 0.996 -0.11
C 9.023 -1.309 0.537 -0.87
H 7.307 1.034 3.326 0.33
H 8.740 0.017 3.126 0.43
H 8.280 1.190 1.856 0.35
H 7.028 -2.037 0.588 0.21
H 9.027 -1.112 -0.537 0.26
H 9.485 -2.279 0.726 0.33
H 9.594 -0.536 1.044 0.31
C -1.750 -4.688 -1.746 -1.43
C -3.037 -4.208 -1.128 0.88
O -3.080 -3.713 -0.013 -0.70
N -4.178 -4.341 -1.861 -0.09
C -4.319 -4.898 -3.190 -0.89
H -0.928 -4.520 -1.054 0.30
H -1.813 -5.757 -1.959 0.39
H -1.548 -4.136 -2.666 0.39
H -5.004 -4.000 -1.392 0.17
H -4.740 -4.133 -3.846 0.31
H -5.005 -5.747 -3.142 0.24
H -3.368 -5.231 -3.595 0.37
C -7.687 -4.117 2.317 -1.06
C -8.276 -2.737 2.199 0.87
O -7.585 -1.750 1.966 -0.62
N -9.620 -2.608 2.360 -0.12
C -10.589 -3.652 2.636 -0.90
H -6.610 -4.069 2.167 0.31
H -7.882 -4.522 3.313 0.36
H -8.117 -4.771 1.558 0.07
H -9.950 -1.659 2.270 0.23
H -11.323 -3.665 1.831 0.26
H -11.089 -3.418 3.579 0.32
H -10.124 -4.630 2.711 0.33
C 2.034 -0.154 6.587 -1.14
C 0.744 0.319 7.205 0.72
O 0.700 0.816 8.325 -0.68
N -0.390 0.179 6.474 -0.08
C -0.526 -0.381 5.142 -0.73
H 2.856 0.019 7.279 0.28
H 1.977 -1.223 6.375 0.35
H 2.233 0.399 5.666 0.28
H -1.219 0.514 6.941 0.22
H -0.951 0.379 4.486 0.25
H -1.206 -1.233 5.193 0.26
H 0.427 -0.709 4.736 0.22
C -8.450 -6.225 -1.569 -1.28
C -9.738 -5.743 -0.951 0.73
O -9.780 -5.248 0.167 -0.54
N -10.875 -5.877 -1.683 -0.20
C -11.015 -6.436 -3.014 -0.88
H -7.627 -6.057 -0.877 0.24
H -8.513 -7.293 -1.781 0.40
H -8.248 -5.673 -2.489 0.38
H -11.702 -5.537 -1.216 0.23
H -11.435 -5.672 -3.671 0.29
H -11.699 -7.284 -2.966 0.29
H -10.062 -6.768 -3.417 0.33
C 2.156 4.841 11.826 -1.25
C 2.323 3.697 10.856 0.82
O 3.366 3.510 10.245 -0.66
N 1.263 2.866 10.677 -0.05
C -0.035 2.938 11.312 -0.90
H 3.075 5.420 11.870 0.29
H 1.347 5.496 11.495 0.34
H 1.939 4.456 12.824 0.34
H 1.433 2.118 10.015 0.20
H -0.208 2.009 11.859 0.27
H -0.797 3.044 10.537 0.27
H -0.106 3.776 12.000 0.37
C -6.837 2.509 5.636 -1.44
C -6.678 1.361 4.669 0.82
O -5.638 1.165 4.058 -0.58
N -7.745 0.535 4.493 0.01
C -9.043 0.617 5.128 -0.95
H -5.913 3.082 5.678 0.27
H -7.641 3.168 5.304 0.38
H -7.055 2.128 6.636 0.38
H -7.578 -0.215 3.832 0.12
H -9.222 -0.310 5.678 0.28
H -9.805 0.726 4.352 0.27
H -9.109 1.457 5.813 0.40
```

Entry 2:
DFT (wB97M-V/def2-TZVPD) results for 9 unconnected molecules or ions with the total composition C58H103B2F8N8O2.

Properties
Total charge: +5

Structure (XYZ):
```
181
Properties=species:S:1:pos:R:3:mulliken_charge:R:1
C 3.572 4.336 -4.069 -1.53
C 2.223 3.670 -4.107 -0.21
C 1.818 2.942 -2.773 -0.33
N 0.506 2.102 -2.944 1.05
C 0.035 1.724 -1.455 -0.54
C 0.605 0.888 -3.809 -0.16
C -0.567 1.001 -4.822 -0.48
C -1.618 1.867 -4.140 1.15
C -0.685 2.867 -3.593 -1.19
H 4.312 3.703 -3.580 0.35
H 3.591 5.285 -3.533 0.36
H 4.004 4.542 -5.049 0.39
H 2.175 2.890 -4.868 0.34
H 1.629 4.545 -4.369 0.28
H 1.680 3.574 -1.895 0.45
H 2.715 2.330 -2.671 -0.04
H 0.870 1.108 -1.120 -0.03
H -0.881 1.135 -1.492 -0.37
H -0.045 2.658 -0.898 0.37
H 0.537 0.009 -3.167 -0.53
H 1.560 0.772 -4.320 0.69
H -1.141 0.078 -4.903 0.19
H -0.218 1.386 -5.781 0.36
H -2.186 1.384 -3.345 -1.41
H -2.257 2.448 -4.805 0.72
H -1.186 3.469 -2.834 0.33
H -0.314 3.468 -4.423 0.63
C 4.324 -4.862 -3.232 -1.38
C 3.432 -4.060 -2.237 0.76
C 4.252 -3.413 -1.078 -1.01
N 3.495 -2.238 -0.312 0.99
C 2.361 -2.799 0.513 -0.59
C 3.029 -1.072 -1.165 -0.69
C 3.366 0.234 -0.436 0.78
C 4.531 -0.111 0.470 -0.42
C 4.532 -1.589 0.692 -0.73
H 3.833 -5.795 -3.510 0.38
H 5.372 -5.006 -2.970 0.40
H 4.316 -4.353 -4.196 0.34
H 2.660 -4.746 -1.887 -0.70
H 2.937 -3.309 -2.853 0.29
H 5.119 -2.840 -1.406 0.53
H 4.490 -4.068 -0.239 0.48
H 1.517 -2.816 -0.177 -0.48
H 2.090 -2.228 1.401 0.43
H 2.628 -3.768 0.935 0.35
H 1.975 -1.159 -1.429 0.22
H 3.570 -1.103 -2.111 0.45
H 2.479 0.448 0.160 -0.71
H 3.674 1.014 -1.132 -0.02
H 4.407 0.331 1.459 0.01
H 5.456 0.363 0.142 0.46
H 4.193 -1.858 1.692 0.32
H 5.594 -1.804 0.576 0.31
C 0.539 -9.690 2.661 -1.34
C 0.734 -8.342 1.878 -0.24
C -0.625 -7.672 1.403 -0.79
N -0.515 -6.321 0.655 0.62
C -0.237 -5.214 1.708 -1.02
C -1.790 -6.035 -0.161 -0.91
C -1.431 -5.232 -1.420 -0.10
C 0.068 -5.302 -1.613 0.17
C 0.524 -6.258 -0.462 -1.06
H 0.341 -9.522 3.719 0.37
H 1.482 -10.216 2.514 0.38
H -0.133 -10.385 2.158 0.37
H 1.185 -8.536 0.905 0.34
H 1.392 -7.732 2.496 0.32
H -1.310 -7.366 2.194 0.43
H -1.147 -8.410 0.793 0.39
H -0.079 -4.294 1.147 0.14
H 0.610 -5.395 2.371 0.35
H -0.953 -5.081 2.519 0.42
H -2.520 -5.520 0.464 0.52
H -2.279 -6.961 -0.463 0.35
H -1.910 -4.254 -1.370 -0.50
H -1.870 -5.794 -2.245 0.55
H 0.404 -4.286 -1.404 -0.63
H 0.387 -5.608 -2.609 0.80
H 1.472 -5.967 -0.011 0.70
H 0.657 -7.279 -0.822 0.48
C 5.977 1.695 7.870 -1.32
C 5.261 1.619 6.490 0.02
C 3.779 1.454 6.792 -1.12
N 2.816 1.248 5.570 0.45
C 3.215 -0.061 4.774 -1.10
C 2.820 2.344 4.500 -1.14
C 1.473 2.263 3.765 0.86
C 0.501 1.580 4.785 -0.20
C 1.337 1.205 6.055 -0.89
H 5.822 0.759 8.407 0.35
H 5.426 2.427 8.461 0.34
H 7.053 1.849 7.952 0.38
H 5.576 0.673 6.051 0.23
H 5.512 2.442 5.821 0.32
H 3.271 2.189 7.416 0.55
H 3.659 0.564 7.411 0.47
H 4.154 0.138 4.258 0.44
H 2.439 -0.170 4.016 0.26
H 3.384 -0.982 5.332 0.39
H 3.703 2.369 3.861 0.58
H 2.758 3.182 5.194 0.34
H 1.519 1.769 2.795 -0.62
H 1.206 3.272 3.451 0.16
H 0.032 0.738 4.275 -0.13
H -0.352 2.143 5.164 0.59
H 1.022 0.288 6.554 0.44
H 1.292 1.986 6.815 0.39
C 1.693 9.694 1.176 -0.95
N 0.853 8.506 1.122 0.07
C -0.317 8.643 1.710 -0.10
C -1.069 7.511 1.966 -0.95
C -0.659 6.250 1.491 0.96
C 0.583 6.178 0.898 -0.39
C 1.395 7.320 0.717 -0.68
C -1.562 5.101 1.538 1.12
C -1.009 3.817 1.577 0.20
C -1.911 2.709 1.751 -1.01
N -3.257 2.918 1.701 0.62
C -3.825 4.158 1.612 -0.81
C -2.946 5.258 1.600 -0.91
C -4.210 1.801 1.855 -0.99
H 1.157 10.631 1.331 0.36
H 2.230 9.824 0.237 0.34
H 2.492 9.439 1.872 0.38
H -0.656 9.625 2.004 0.41
H -2.064 7.709 2.337 0.46
H 1.009 5.270 0.499 0.24
H 2.357 7.297 0.226 0.47
H 0.035 3.647 1.360 0.48
H -1.596 1.683 1.868 0.47
H -4.887 4.356 1.591 0.49
H -3.384 6.245 1.570 0.50
H -4.564 2.011 2.864 0.74
H -3.773 0.805 1.779 -0.41
H -4.998 1.805 1.102 0.52
C -3.173 0.098 -9.146 -0.82
N -3.601 -0.312 -7.776 0.02
C -2.914 -1.236 -7.142 -0.40
C -3.162 -1.448 -5.772 -0.35
C -4.048 -0.700 -5.056 0.84
C -4.820 0.216 -5.791 -0.79
C -4.534 0.442 -7.160 -0.52
C -4.292 -0.876 -3.576 0.92
C -3.308 -1.398 -2.738 0.06
C -3.644 -1.781 -1.444 -1.16
N -4.893 -1.414 -0.916 0.37
C -5.811 -0.819 -1.654 -0.54
C -5.567 -0.581 -3.041 -0.99
C -5.204 -1.710 0.543 -0.88
H -4.002 0.594 -9.651 0.31
H -2.726 -0.738 -9.685 0.32
H -2.411 0.876 -9.103 0.39
H -2.197 -1.750 -7.765 0.43
H -2.646 -2.246 -5.260 0.59
H -5.454 0.882 -5.225 0.45
H -4.927 1.273 -7.727 0.42
H -2.342 -1.582 -3.184 0.32
H -2.978 -2.256 -0.739 0.58
H -6.758 -0.560 -1.203 0.51
H -6.438 -0.371 -3.644 0.63
H -5.543 -0.801 1.039 0.45
H -4.232 -1.868 1.010 0.05
H -5.833 -2.600 0.576 0.38
B -0.938 -0.718 0.620 0.05
F -0.495 -1.056 -0.663 -0.12
F -0.100 0.178 1.196 0.18
F -2.196 -0.261 0.464 -0.08
F -1.008 -1.815 1.425 -0.43
B -4.232 2.433 -1.510 0.09
F -3.240 3.422 -1.548 -0.32
F -5.305 2.782 -0.778 -0.31
F -4.719 2.157 -2.743 -0.21
F -3.731 1.298 -0.908 0.07
C -2.786 -1.358 4.156 -0.34
C -3.552 -0.066 4.554 0.50
O -4.800 -0.208 4.587 -0.73
O -2.958 0.869 5.079 -0.66
H -2.917 -2.083 4.960 0.54
H -1.716 -1.181 4.044 -0.03
H -2.986 -1.828 3.193 -0.12
```

Short version: highest occupied orbital energy = -7.89, -14.32 eV, in the order given.
Short version: Kohn-Sham gap = 7.92, 3.33 eV, in the order given.